Entry 1:
{
  "formula": "C11H12N2",
  "method": "the ωB97M-V functional and the def2-TZVPD basis",
  "species": ["N", "C", "C", "C", "N", "C", "C", "C", "C", "C", "C", "C", "C", "H", "H", "H", "H", "H", "H", "H", "H", "H", "H", "H", "H"],
  "positions_angstrom": [[4.17, 3.62, 3.15], [3.93, 3.34, 2.06], [3.51, 2.89, 0.76], [3.28, 4.16, -0.01], [3.13, 5.07, -0.70], [2.31, 2.05, 0.89], [1.35, 1.38, 0.96], [0.25, 0.40, 1.01], [0.77, -0.89, 0.38], [-0.30, -1.81, -0.41], [-1.61, -1.63, 0.22], [-2.05, -0.20, 0.62], [-1.09, 0.83, 0.37], [4.27, 2.29, 0.22], [0.12, 0.20, 2.02], [1.54, -0.71, -0.41], [1.17, -1.59, 1.21], [-0.24, -1.42, -1.41], [-0.02, -2.85, -0.58], [-2.40, -2.22, -0.32], [-1.41, -2.14, 1.17], [-2.13, -0.27, 1.74], [-2.93, -0.06, 0.08], [-0.96, 1.04, -0.68], [-1.42, 1.75, 0.88]],
  "spin_multiplicity": 1,
  "homo_energy_ev": -10.52,
  "gap_ev": 11.035,
  "e_above_lowest_ev": 4.2752,
  "e_lumo_ev": 0.5
}

***

Entry 2:
{
  "formula": "C2H2Cl2OS",
  "method": "the ωB97M-V functional and the def2-TZVPD basis",
  "species": ["C", "C", "Cl", "H", "O", "S", "Cl", "H"],
  "positions_angstrom": [[-1.88, 0.93, -0.31], [-0.97, 1.71, -0.16], [0.47, 2.32, 0.25], [-2.61, 0.25, -0.84], [0.57, -1.58, 1.00], [1.81, -2.06, -0.06], [2.88, -0.36, -0.48], [-0.27, -1.21, 0.60]],
  "spin_multiplicity": 1,
  "homo_energy_ev": -9.24,
  "gap_ev": 9.386,
  "e_above_lowest_ev": 3.2152,
  "e_lumo_ev": 0.1
}

***

Entry 3:
{
  "formula": "C8H7OP",
  "method": "the ωB97M-V functional and the def2-TZVPD basis",
  "species": ["C", "C", "C", "C", "C", "C", "C", "C", "O", "P", "H", "H", "H", "H", "H", "H", "H"],
  "positions_angstrom": [[1.48, -1.49, 0.30], [0.91, -1.88, -0.95], [1.02, -0.38, 0.93], [-0.10, -1.22, -1.53], [-2.43, 1.73, -0.89], [0.01, 0.35, 0.32], [-0.58, -0.02, -0.90], [-2.31, 2.65, 0.08], [-1.61, 0.67, -1.44], [-0.93, 1.86, 0.96], [2.22, -2.05, 0.66], [1.27, -2.74, -1.33], [1.50, -0.11, 1.93], [-0.48, -1.65, -2.39], [-3.13, 1.69, -1.72], [-0.86, 1.67, 2.48], [0.19, 2.77, 1.04]],
  "spin_multiplicity": 1,
  "homo_energy_ev": -8.61,
  "gap_ev": 9.139,
  "e_above_lowest_ev": 3.5235,
  "e_lumo_ev": 0.5
}

***

Entry 4:
{
  "formula": "CH5N3OS",
  "method": "the ωB97M-V functional and the def2-TZVPD basis",
  "species": ["C", "N", "N", "N", "O", "S", "H", "H", "H", "H", "H"],
  "positions_angstrom": [[0.25, 0.23, 0.88], [1.09, -0.72, 0.22], [-0.46, 1.18, 0.08], [-0.90, -0.36, -1.92], [0.17, -1.83, 0.08], [-1.32, 0.90, -1.37], [-0.43, -0.27, 1.56], [0.93, 0.87, 1.51], [1.34, -0.36, -0.69], [-0.54, 2.05, 0.53], [-0.13, -1.69, -0.88]],
  "spin_multiplicity": 3,
  "homo_energy_ev": [-7.41, -9.53],
  "s2": 2.012,
  "gap_ev": [8.064, 6.998],
  "e_above_lowest_ev": 2.8143,
  "e_lumo_ev": [0.7, -2.5]
}

***

Entry 5:
{
  "formula": "C4H13GaO3PS",
  "method": "the ωB97M-V functional and the def2-TZVPD basis",
  "species": ["C", "C", "O", "C", "O", "Ga", "S", "P", "C", "O", "H", "H", "H", "H", "H", "H", "H", "H", "H", "H", "H", "H", "H"],
  "positions_angstrom": [[2.64, 1.25, 0.47], [2.32, -0.18, -0.34], [3.19, -0.18, -1.52], [0.70, -0.15, -0.67], [0.15, -1.42, -1.17], [-1.37, -1.99, -0.19], [-0.84, -2.98, 1.86], [-3.03, -0.36, 0.10], [-2.55, 1.34, -0.63], [-3.15, -0.10, 1.83], [1.91, 1.32, 1.41], [2.35, 2.18, -0.21], [3.76, 1.33, 0.79], [2.66, -1.06, 0.36], [2.67, -0.08, -2.38], [0.57, 0.64, -1.56], [0.13, 0.26, 0.28], [-2.06, -3.18, -1.06], [-0.26, -2.00, 2.71], [-3.19, 2.16, -0.04], [-2.92, 1.41, -1.76], [-1.42, 1.64, -0.49], [-2.26, 0.16, 2.22]],
  "spin_multiplicity": 1,
  "homo_energy_ev": -4.17,
  "gap_ev": 7.311,
  "charge": -1,
  "e_lumo_ev": 3.1
}

***

Entry 6:
{
  "formula": "C3H4N2O",
  "method": "the ωB97M-V functional and the def2-TZVPD basis",
  "species": ["C", "C", "C", "N", "N", "O", "H", "H", "H", "H"],
  "positions_angstrom": [[-2.25, -0.18, -0.14], [0.62, -1.62, 0.20], [-0.96, 0.28, -0.07], [-3.25, -0.70, 0.01], [-0.84, 1.67, 0.17], [0.15, -0.35, 0.10], [0.04, -2.46, -0.04], [1.56, -1.74, 0.53], [-1.67, 2.19, 0.17], [-0.22, 2.11, -0.40]],
  "spin_multiplicity": 1,
  "homo_energy_ev": [-8.19, -7.54],
  "gap_ev": [8.225, 7.727],
  "e_above_lowest_ev": 4.7972,
  "e_lumo_ev": [0.0, 0.2]
}

***

Entry 7:
{
  "formula": "C14H44N2O7",
  "method": "the ωB97M-V functional and the def2-TZVPD basis",
  "species": ["C", "O", "C", "C", "C", "N", "H", "H", "H", "H", "H", "H", "H", "H", "H", "H", "H", "C", "O", "C", "C", "C", "N", "H", "H", "H", "H", "H", "H", "H", "H", "H", "H", "H", "C", "C", "O", "H", "H", "H", "H", "H", "H", "C", "O", "H", "H", "H", "H", "C", "O", "H", "H", "H", "H", "C", "O", "H", "H", "H", "H", "C", "O", "H", "H", "H", "H"],
  "positions_angstrom": [[0.17, -2.24, 7.53], [-0.09, -0.91, 7.77], [0.34, -0.01, 6.69], [-0.04, 1.44, 6.95], [-1.40, 1.86, 6.58], [0.88, 2.38, 6.29], [1.20, -2.42, 7.21], [-0.48, -2.60, 6.73], [-0.04, -2.81, 8.43], [1.42, 0.05, 6.52], [-0.15, -0.34, 5.77], [0.05, 1.67, 8.01], [-1.62, 2.83, 7.01], [-2.12, 1.18, 7.04], [-1.51, 1.90, 5.50], [1.79, 1.94, 6.18], [0.82, 3.10, 6.99], [-3.64, -1.10, -4.57], [-3.74, -0.53, -5.89], [-4.65, 0.61, -5.97], [-4.66, 1.12, -7.38], [-5.81, 2.20, -7.57], [-4.84, 0.02, -8.40], [-3.15, -2.07, -4.53], [-4.66, -1.21, -4.22], [-3.06, -0.55, -3.82], [-5.66, 0.19, -6.02], [-4.50, 1.35, -5.19], [-3.72, 1.58, -7.67], [-6.76, 1.67, -7.65], [-5.68, 2.74, -8.51], [-5.80, 2.76, -6.63], [-5.81, -0.26, -8.33], [-4.30, -0.74, -8.01], [2.25, 1.16, -5.67], [3.50, 1.88, -5.29], [3.42, 3.22, -5.73], [1.47, 1.92, -5.65], [2.07, 0.40, -4.90], [2.48, 0.78, -6.66], [4.20, 1.40, -5.96], [3.82, 1.87, -4.25], [3.12, 3.29, -6.64], [7.66, 1.39, -0.76], [8.86, 2.05, -0.44], [6.76, 1.64, -0.19], [7.46, 1.56, -1.82], [7.73, 0.31, -0.64], [8.83, 1.80, 0.49], [1.14, -0.52, 1.50], [2.22, 0.17, 2.15], [0.21, -0.30, 2.03], [1.11, -0.24, 0.45], [1.25, -1.60, 1.51], [1.85, 0.95, 2.56], [5.61, -4.18, 2.90], [5.12, -3.27, 3.84], [6.53, -4.59, 3.29], [4.92, -5.00, 2.66], [5.77, -3.74, 1.91], [4.43, -2.76, 3.40], [-5.06, -2.51, 3.17], [-6.45, -2.75, 2.97], [-4.96, -2.07, 4.17], [-4.42, -3.39, 3.04], [-4.75, -1.70, 2.52], [-6.94, -1.96, 3.19]],
  "spin_multiplicity": 1,
  "homo_energy_ev": -9.54,
  "gap_ev": 9.703,
  "e_above_lowest_ev": 4.6434,
  "e_lumo_ev": 0.2
}

***

Entry 8:
{
  "formula": "C11H13NOS",
  "method": "the ωB97M-V functional and the def2-TZVPD basis",
  "species": ["C", "C", "C", "C", "C", "C", "C", "C", "C", "C", "C", "N", "O", "S", "H", "H", "H", "H", "H", "H", "H", "H", "H", "H", "H", "H", "H"],
  "positions_angstrom": [[-2.87, -2.45, 0.19], [-2.31, 1.26, 0.11], [-1.50, 1.46, -1.01], [-2.26, -0.08, 0.74], [-0.50, 0.40, -1.25], [-2.28, -1.20, -0.17], [0.24, -0.15, 0.10], [-0.80, -0.58, 1.05], [1.19, 1.02, 0.59], [-0.35, -1.53, 2.02], [0.87, -0.15, -3.17], [-3.35, -3.44, 0.45], [0.43, 0.82, -2.15], [-1.48, -1.18, -1.77], [-3.04, 2.06, 0.35], [-1.50, 2.35, -1.61], [-2.96, 0.05, 1.56], [0.84, -0.87, -0.32], [1.64, 0.81, 1.58], [0.55, 1.92, 0.69], [1.86, 0.90, -0.25], [0.20, -1.04, 2.90], [0.27, -2.26, 1.64], [-1.19, -1.96, 2.36], [1.36, -1.10, -2.74], [1.59, 0.45, -3.88], [0.18, -0.58, -3.88]],
  "spin_multiplicity": 1,
  "homo_energy_ev": -7.69,
  "gap_ev": 8.214,
  "e_above_lowest_ev": 5.1737,
  "e_lumo_ev": 0.5
}

***

Please write out number 5 again, unchanged.
{
  "formula": "C4H13GaO3PS",
  "method": "the ωB97M-V functional and the def2-TZVPD basis",
  "species": ["C", "C", "O", "C", "O", "Ga", "S", "P", "C", "O", "H", "H", "H", "H", "H", "H", "H", "H", "H", "H", "H", "H", "H"],
  "positions_angstrom": [[2.64, 1.25, 0.47], [2.32, -0.18, -0.34], [3.19, -0.18, -1.52], [0.70, -0.15, -0.67], [0.15, -1.42, -1.17], [-1.37, -1.99, -0.19], [-0.84, -2.98, 1.86], [-3.03, -0.36, 0.10], [-2.55, 1.34, -0.63], [-3.15, -0.10, 1.83], [1.91, 1.32, 1.41], [2.35, 2.18, -0.21], [3.76, 1.33, 0.79], [2.66, -1.06, 0.36], [2.67, -0.08, -2.38], [0.57, 0.64, -1.56], [0.13, 0.26, 0.28], [-2.06, -3.18, -1.06], [-0.26, -2.00, 2.71], [-3.19, 2.16, -0.04], [-2.92, 1.41, -1.76], [-1.42, 1.64, -0.49], [-2.26, 0.16, 2.22]],
  "spin_multiplicity": 1,
  "homo_energy_ev": -4.17,
  "gap_ev": 7.311,
  "charge": -1,
  "e_lumo_ev": 3.1
}

***

Please write out number 5 again, unchanged.
{
  "formula": "C4H13GaO3PS",
  "method": "the ωB97M-V functional and the def2-TZVPD basis",
  "species": ["C", "C", "O", "C", "O", "Ga", "S", "P", "C", "O", "H", "H", "H", "H", "H", "H", "H", "H", "H", "H", "H", "H", "H"],
  "positions_angstrom": [[2.64, 1.25, 0.47], [2.32, -0.18, -0.34], [3.19, -0.18, -1.52], [0.70, -0.15, -0.67], [0.15, -1.42, -1.17], [-1.37, -1.99, -0.19], [-0.84, -2.98, 1.86], [-3.03, -0.36, 0.10], [-2.55, 1.34, -0.63], [-3.15, -0.10, 1.83], [1.91, 1.32, 1.41], [2.35, 2.18, -0.21], [3.76, 1.33, 0.79], [2.66, -1.06, 0.36], [2.67, -0.08, -2.38], [0.57, 0.64, -1.56], [0.13, 0.26, 0.28], [-2.06, -3.18, -1.06], [-0.26, -2.00, 2.71], [-3.19, 2.16, -0.04], [-2.92, 1.41, -1.76], [-1.42, 1.64, -0.49], [-2.26, 0.16, 2.22]],
  "spin_multiplicity": 1,
  "homo_energy_ev": -4.17,
  "gap_ev": 7.311,
  "charge": -1,
  "e_lumo_ev": 3.1
}